No. 1
{
  "formula": "C5H11NS2",
  "method": "ωB97M-V with the def2-TZVPD basis set",
  "symbols": ["H", "C", "H", "H", "C", "H", "H", "C", "C", "N", "H", "H", "S", "H", "H", "C", "H", "H", "S"],
  "positions_angstrom": [[0.134, 1.805, -0.828], [-3.204, -1.119, 0.308], [-3.426, -1.104, -0.765], [2.771, 1.681, 0.315], [-1.264, 0.665, -0.082], [-3.777, -1.922, 1.096], [1.785, 1.138, 1.821], [1.173, 0.083, 0.137], [1.769, -0.589, -1.040], [-0.055, 0.944, -0.174], [2.845, -0.093, 1.195], [1.221, -1.277, -1.550], [-1.402, -1.040, 0.028], [1.730, 0.286, -1.671], [2.710, -1.218, -0.874], [2.204, 0.880, 0.852], [-3.610, 0.036, 0.683], [0.955, -0.820, 0.793], [-2.562, 1.662, -0.245]],
  "forces_ev_per_a": [[-0.116, -1.842, 2.161], [-2.348, 1.245, 2.061], [-1.445, -0.687, 0.590], [-0.534, -0.841, 0.478], [-4.873, -1.661, 0.147], [2.250, 1.833, -2.709], [0.095, 0.934, -0.056], [-1.444, -1.640, 1.337], [1.786, 1.103, -0.532], [7.656, 3.496, -2.454], [-0.314, 2.844, -0.862], [-2.489, -1.892, -1.017], [-1.761, -1.911, 1.841], [1.683, -0.052, -1.415], [-0.711, 1.898, -0.004], [1.667, -2.655, 1.791], [1.488, -3.402, -0.931], [-0.754, 1.813, -0.101], [0.164, 1.416, -0.324]],
  "de_lowest_kcal_mol": 78.6,
  "gap_ev": 8.66,
  "homo_ev": -8.080,
  "largest_force_ev_per_a": 8.77,
  "total_energy_ev": -28520.603
}

No. 2
{
  "formula": "C3HCl3O",
  "method": "ωB97M-V with the def2-TZVPD basis set",
  "symbols": ["C", "Cl", "C", "Cl", "Cl", "H", "O", "C"],
  "positions_angstrom": [[1.747, 1.320, 0.102], [2.571, -0.525, -0.188], [-0.560, 0.517, -0.044], [-2.244, 0.674, -0.303], [-0.224, 3.213, 0.127], [-0.313, -0.578, -0.027], [2.577, 2.154, 0.241], [0.277, 1.552, 0.047]],
  "forces_ev_per_a": [[2.340, 0.357, -0.028], [-1.660, 1.848, 0.341], [-0.539, -1.281, -0.357], [0.059, 0.279, 0.219], [0.256, -0.774, -0.137], [0.498, 1.538, -0.016], [-1.280, -1.134, -0.123], [0.326, -0.833, 0.101]],
  "de_lowest_kcal_mol": 13.2,
  "gap_ev": 9.72,
  "homo_ev": -10.570,
  "largest_force_ev_per_a": 2.51,
  "total_energy_ev": -42740.868
}

No. 3
{
  "formula": "C19H15F3N7O4PbS2",
  "method": "ωB97M-V with the def2-TZVPD basis set",
  "symbols": ["H", "F", "S", "C", "C", "H", "C", "C", "H", "H", "C", "C", "O", "H", "N", "N", "O", "O", "N", "H", "C", "C", "C", "N", "H", "H", "C", "F", "C", "H", "S", "H", "C", "C", "H", "C", "Pb", "N", "C", "H", "O", "H", "H", "N", "F", "C", "H", "C", "N", "C", "C"],
  "positions_angstrom": [[7.875, 2.310, 0.616], [-3.184, 0.099, -1.939], [1.592, 3.229, -0.295], [-4.789, -3.730, -1.108], [-0.215, 0.514, 3.164], [-1.010, -3.890, -1.455], [-5.170, -5.964, -2.117], [-2.637, 0.517, -0.764], [0.206, 1.168, 5.168], [-0.778, -0.358, 3.470], [-2.092, -3.861, -1.379], [5.342, 1.979, 0.111], [1.677, 3.010, -1.922], [1.523, 3.143, 4.291], [1.220, 2.638, 2.330], [0.031, 0.034, -2.522], [-6.218, -6.119, -1.533], [1.023, 4.508, -0.039], [0.837, 1.944, 0.129], [-5.860, -3.668, -0.972], [5.248, 4.306, 0.792], [3.903, 4.336, 0.509], [-2.806, -1.121, 2.088], [-4.744, -6.755, -3.133], [5.910, 1.070, -0.040], [-4.359, -1.808, -0.255], [0.649, 1.779, 1.479], [-2.259, 1.800, -0.967], [0.108, 1.180, -2.629], [3.324, 5.237, 0.661], [0.230, 2.860, -2.739], [-2.364, -5.784, -2.267], [3.999, 2.005, -0.167], [-4.233, -4.853, -1.703], [5.739, 5.193, 1.170], [-2.854, -4.919, -1.841], [-0.877, -0.956, -0.189], [-2.624, -2.775, -0.819], [1.055, 2.428, 3.624], [7.807, 3.948, 1.100], [-3.548, -1.202, 2.924], [3.500, 1.119, -0.536], [-3.998, -6.474, -3.743], [7.317, 3.095, 0.899], [-3.675, 0.577, 0.117], [0.333, 1.348, 4.112], [-5.385, -7.457, -3.465], [3.281, 3.186, 0.029], [-0.085, 0.717, 1.850], [-3.955, -2.711, -0.694], [5.993, 3.130, 0.596]],
  "forces_ev_per_a": [[-0.001, 0.000, 0.004], [-0.002, 0.037, -0.014], [-0.078, -0.001, 0.004], [0.013, -0.007, 0.003], [-0.012, 0.003, -0.006], [-0.005, -0.001, -0.004], [-0.011, -0.014, -0.002], [0.042, -0.004, -0.029], [0.006, 0.001, 0.003], [-0.023, -0.028, -0.034], [0.028, -0.028, 0.022], [0.013, 0.013, 0.004], [-0.184, -0.045, -0.001], [-0.004, 0.001, 0.001], [0.024, 0.053, -0.057], [-0.118, -0.123, -0.064], [0.002, 0.008, -0.002], [0.002, 0.027, -0.030], [0.037, 0.015, -0.165], [0.000, 0.005, 0.002], [0.006, -0.001, 0.000], [0.007, -0.004, -0.029], [0.037, -0.175, 0.043], [0.004, 0.003, 0.003], [0.001, 0.000, 0.001], [0.002, -0.003, -0.006], [-0.019, -0.085, 0.154], [0.017, -0.019, 0.023], [-0.058, 0.032, 0.036], [-0.002, -0.001, 0.001], [0.247, 0.004, 0.063], [-0.002, 0.000, 0.001], [-0.008, 0.008, 0.026], [-0.003, 0.001, 0.004], [0.001, 0.000, 0.002], [0.001, 0.007, -0.001], [0.087, 0.236, 0.195], [0.030, 0.085, -0.017], [-0.003, -0.015, 0.031], [-0.001, -0.002, 0.003], [-0.017, 0.055, -0.053], [0.000, 0.001, 0.003], [0.000, -0.001, 0.000], [0.015, 0.002, -0.008], [-0.013, -0.017, 0.010], [0.007, 0.013, -0.002], [-0.001, -0.001, 0.000], [0.015, 0.003, 0.003], [-0.028, -0.064, -0.098], [-0.029, 0.030, -0.019], [-0.019, -0.005, -0.002]],
  "de_lowest_kcal_mol": 34.3,
  "gap_ev": 7.75,
  "homo_ev": -11.021,
  "largest_force_ev_per_a": 0.32,
  "charge": 1,
  "total_energy_ev": -73630.703
}

No. 4
{
  "formula": "C45H100B3ClN6O6PS2",
  "method": "ωB97M-V with the def2-TZVPD basis set",
  "symbols": ["C", "C", "H", "H", "C", "H", "H", "H", "N", "H", "H", "H", "C", "H", "C", "Cl", "H", "H", "H", "H", "H", "H", "H", "H", "H", "H", "H", "H", "H", "H", "C", "B", "C", "C", "C", "C", "H", "H", "H", "H", "N", "H", "H", "C", "H", "C", "H", "H", "C", "H", "H", "O", "H", "H", "H", "C", "C", "H", "C", "H", "H", "C", "H", "H", "H", "H", "H", "H", "S", "H", "H", "H", "H", "H", "H", "H", "H", "H", "C", "H", "H", "H", "C", "H", "H", "C", "H", "H", "H", "C", "C", "C", "C", "H", "C", "C", "P", "O", "H", "C", "H", "N", "H", "C", "H", "H", "C", "C", "C", "H", "H", "H", "C", "H", "N", "H", "H", "C", "H", "H", "H", "C", "O", "H", "S", "H", "C", "H", "H", "H", "N", "H", "H", "C", "O", "H", "H", "H", "C", "C", "H", "H", "B", "C", "O", "C", "C", "H", "C", "H", "H", "C", "H", "C", "H", "H", "H", "B", "O", "H", "H", "N", "H", "C"],
  "positions_angstrom": [[-5.857, 3.453, 0.726], [1.074, 1.663, -8.370], [-6.634, 1.826, 3.342], [-4.454, 3.302, -1.909], [-2.344, 3.948, -1.394], [-9.538, 3.405, 3.678], [0.252, 1.256, -7.775], [2.244, -0.852, 4.194], [-0.288, 6.766, 3.288], [-1.704, 6.862, 1.275], [-0.475, -8.101, 6.628], [-0.526, -5.340, 5.263], [-5.846, 4.905, -0.103], [-0.462, -0.837, -0.751], [-1.552, -5.397, 1.943], [-3.674, 4.956, 2.024], [-1.926, -7.994, 3.929], [-7.629, 0.518, -1.514], [5.720, 2.514, -6.492], [7.433, -10.237, 3.128], [-0.988, 1.394, 1.098], [0.946, -7.207, 4.662], [0.428, -4.963, 3.845], [1.385, 2.825, -4.439], [0.688, 1.658, -5.540], [3.580, 1.880, 3.718], [-4.280, 0.325, 2.449], [-7.123, 1.826, 0.154], [-1.061, 3.089, -4.672], [8.030, 2.798, -5.566], [7.825, 2.933, -6.632], [-5.560, 0.004, 0.746], [2.922, -10.150, 6.275], [1.445, -0.739, 3.329], [1.441, 3.073, -7.938], [-0.396, -5.593, 4.204], [4.254, 3.807, -4.111], [5.486, 3.782, -2.840], [-4.217, -1.007, -2.500], [0.334, -2.270, 4.666], [-4.639, -0.456, 1.858], [-1.901, -4.163, 3.655], [-1.793, 0.852, -1.341], [-2.506, 0.589, -0.419], [-1.370, -6.441, 1.674], [-3.664, 1.784, -0.245], [-7.937, 3.982, 4.552], [0.414, 5.478, -5.905], [1.775, 6.366, 1.658], [-2.300, 4.521, -2.441], [9.833, 3.588, -7.063], [1.607, 1.617, 0.931], [5.594, -11.866, 3.087], [-0.637, 3.401, 0.090], [6.473, 5.480, -6.652], [6.142, 4.708, -4.673], [3.960, -10.497, 3.342], [2.827, 2.511, -6.386], [0.150, 6.400, -0.585], [5.851, 5.707, -4.324], [-7.625, 5.386, 2.755], [5.322, 3.675, -3.917], [-2.534, 2.949, 1.174], [-4.824, 2.877, 2.668], [-7.334, -0.741, 1.532], [-8.261, 1.582, 2.316], [3.086, -10.043, 7.352], [1.934, 0.991, -8.280], [-0.402, 7.868, -1.326], [-0.783, -1.409, 3.290], [6.170, 3.407, -7.928], [-1.809, -6.991, 6.241], [-2.970, -0.459, -0.686], [0.756, 1.663, -9.418], [-4.819, 5.070, -0.690], [7.201, 4.593, -4.425], [1.954, 6.455, 4.124], [1.018, 0.354, 3.230], [-1.537, 0.386, 0.872], [2.840, 6.207, 1.200], [4.801, -9.232, 5.767], [-1.173, 5.500, -5.136], [-7.557, 2.357, 2.856], [4.873, 4.815, -6.409], [-8.712, 2.274, 4.939], [0.030, -7.060, 4.077], [3.204, -11.171, 6.001], [-2.093, -8.732, 6.282], [-2.623, 4.788, -0.606], [-3.448, 2.761, -1.559], [-5.201, 1.221, -0.351], [2.930, 1.990, 1.455], [1.938, 3.147, -6.490], [5.630, -11.027, 4.626], [5.934, 4.645, -6.190], [-8.476, 3.032, 4.076], [1.420, -0.106, 0.756], [2.144, -1.039, 2.069], [2.235, 3.445, -8.595], [6.406, -9.891, 2.972], [3.654, 1.070, 1.439], [0.478, 6.483, 0.889], [1.806, 2.524, 3.421], [8.806, 3.934, -7.220], [-6.449, 2.715, -1.119], [3.320, -11.311, 3.700], [-0.681, 6.732, 1.828], [-1.674, -5.216, 3.448], [-1.364, -7.963, 6.006], [-0.622, -9.090, 4.345], [-2.479, -5.086, 1.452], [-5.962, 5.835, 0.596], [-4.501, 3.309, 1.602], [0.585, 3.738, -8.082], [-6.235, 2.303, -0.160], [-0.445, 2.528, -1.672], [-2.524, -5.794, 3.822], [-0.396, 3.511, -5.436], [0.394, -2.805, 2.813], [2.277, 4.169, -6.286], [1.854, -10.018, 6.081], [6.360, 3.328, -6.850], [-7.947, 4.836, 1.957], [6.250, -9.778, 1.894], [0.316, 4.890, -1.677], [-2.053, 0.040, 1.861], [-0.815, 3.475, -1.064], [0.263, 5.138, -4.167], [-0.529, -1.777, 0.882], [6.314, -8.908, 3.440], [-4.568, -0.063, -2.800], [7.994, 1.959, -7.105], [-4.993, -0.086, -3.755], [5.425, -10.892, 3.560], [2.270, -0.510, -0.553], [3.770, -10.418, 2.264], [8.714, 4.917, -6.751], [-3.117, 2.123, -2.513], [3.534, -9.180, 4.002], [0.918, 2.724, -5.426], [0.302, -7.275, 3.036], [4.073, -8.345, 3.539], [-7.112, 3.608, 1.830], [3.742, -9.117, 5.518], [-6.870, -0.732, 0.644], [1.233, 6.524, 3.197], [-0.365, -0.701, 0.431], [-0.911, 3.388, -6.393], [-1.017, -8.082, 4.530], [3.254, 3.687, 3.089], [8.650, 4.047, -8.298], [-0.204, 4.991, -5.144], [3.451, -8.118, 5.868], [2.914, 2.558, 3.003], [-0.736, -4.788, 1.542], [3.410, 2.856, 0.789], [2.473, -9.010, 3.782], [-5.573, 0.527, -1.832], [-7.006, 0.457, -2.295], [-3.885, -1.094, 1.522], [5.604, 2.654, -4.191], [-3.422, 2.415, 1.086], [-6.693, 4.873, -0.931], [0.266, -1.887, 3.556]],
  "forces_ev_per_a": [[-0.514, 3.967, 1.234], [-0.096, -0.051, -0.220], [-1.727, 0.666, -1.031], [1.974, -1.126, 0.842], [0.280, 0.637, -0.705], [2.539, -0.832, 0.688], [0.072, -0.013, -0.041], [-1.701, 0.556, -1.854], [3.500, -1.132, -6.963], [2.140, -0.148, 1.667], [-0.061, 0.063, -0.010], [0.022, -0.036, -0.065], [0.810, -0.292, -1.373], [0.799, 0.383, 2.605], [-0.205, 0.008, -0.119], [-1.176, -1.389, -0.284], [0.038, 0.010, -0.030], [0.858, -0.223, -1.361], [0.011, 0.066, -0.016], [-0.085, 0.116, -0.071], [-1.094, -1.864, -0.354], [-0.065, 0.006, -0.036], [-0.069, -0.059, 0.016], [-0.003, 0.008, -0.020], [0.073, 0.069, -0.003], [-1.398, 1.534, -1.635], [0.195, -0.975, -1.072], [0.997, 0.665, -0.175], [-0.021, -0.054, -0.041], [-0.045, -0.011, -0.020], [-0.195, -0.039, -0.145], [-0.697, -1.967, 1.597], [0.123, -0.068, 0.271], [-0.391, -0.983, 0.627], [0.194, 0.003, 0.146], [-0.032, 0.009, 0.105], [0.021, -0.066, -0.027], [-0.084, -0.079, -0.088], [-0.271, 1.426, -0.679], [-0.487, 0.759, -2.294], [-0.849, 0.960, -1.262], [-0.028, -0.056, 0.059], [-1.750, -0.509, 2.088], [0.279, -0.461, 0.013], [0.020, 0.135, -0.016], [0.687, -0.162, -1.775], [-1.086, -2.194, -0.999], [-0.061, -0.051, 0.084], [-4.412, 0.411, 3.659], [-0.134, -1.307, 2.219], [-0.085, 0.116, -0.071], [-0.241, -2.750, 1.242], [-0.039, 0.067, 0.104], [-0.205, -0.300, -2.216], [-0.047, -0.094, 0.004], [-0.149, 0.137, -0.139], [-0.045, -0.098, 0.052], [-0.073, 0.060, -0.019], [-0.828, 2.368, -0.099], [0.094, -0.093, -0.067], [-0.994, -1.206, -1.701], [0.116, -0.079, 0.254], [-0.821, -0.832, -0.459], [0.790, 1.236, -2.177], [1.162, -0.535, -1.258], [1.457, 1.229, 0.951], [-0.094, -0.074, -0.105], [-0.118, 0.036, 0.024], [1.312, -3.482, 1.609], [2.008, -1.060, 0.913], [0.040, -0.015, 0.085], [0.073, -0.079, 0.027], [0.693, 2.068, 0.530], [0.031, -0.098, 0.124], [-2.249, -0.520, 1.352], [-0.022, 0.011, -0.056], [-1.935, 0.316, -2.041], [0.724, -2.125, 0.818], [0.891, -0.030, -0.161], [-2.596, 0.353, 0.885], [-0.023, 0.018, -0.056], [0.121, 0.067, 0.046], [-0.691, 0.710, 0.715], [0.043, -0.012, 0.031], [0.704, 1.382, -1.747], [-0.057, -0.066, -0.151], [-0.086, 0.098, 0.018], [0.106, 0.115, 0.059], [0.412, -1.901, -1.491], [0.165, 0.721, -0.948], [1.035, -2.116, 0.069], [2.303, 0.861, 0.902], [0.030, 0.112, -0.007], [-0.044, -0.010, -0.023], [0.147, 0.101, -0.009], [-0.624, 0.315, 0.257], [5.380, -2.274, -4.980], [-2.465, 3.038, -1.386], [-0.100, 0.025, 0.086], [0.242, -0.010, 0.041], [-1.436, 1.726, -0.261], [-0.584, -0.195, 2.344], [2.255, 0.072, -0.868], [0.240, -0.006, 0.041], [0.127, -0.465, 1.381], [0.021, 0.082, -0.023], [3.735, -0.423, 1.858], [0.208, 0.049, 0.115], [-0.253, -0.121, 0.072], [-0.060, 0.142, -0.046], [0.097, -0.059, -0.055], [-0.082, -2.156, -1.313], [-0.023, -1.429, 1.444], [0.033, 0.020, 0.023], [-0.234, 0.446, -1.567], [-0.701, 2.053, 1.394], [0.050, 0.022, 0.020], [0.184, -0.044, 0.077], [0.077, 2.020, 1.672], [-0.021, -0.072, 0.025], [0.029, -0.067, -0.020], [-0.047, -0.084, 0.050], [3.453, -1.516, 0.872], [0.009, 0.043, 0.110], [-0.209, 0.429, 1.638], [0.835, 0.742, -2.037], [-0.428, 0.612, 0.559], [-0.050, 0.052, -0.375], [0.522, 2.301, -0.681], [0.016, -0.057, -0.071], [-1.934, 0.248, 1.247], [-0.038, 0.065, 0.103], [0.507, -0.508, 1.186], [-0.197, -0.035, -0.143], [-3.356, 1.482, 4.989], [0.042, -0.018, 0.088], [0.016, -0.059, -0.074], [-0.827, 1.201, 2.311], [0.149, 0.090, -0.002], [-0.111, -0.143, -0.074], [0.015, 0.058, 0.079], [-0.041, -0.082, -0.005], [-1.851, 1.035, 1.513], [-0.154, 0.115, -0.151], [1.841, 2.983, 0.727], [-0.754, -0.071, -4.401], [-1.508, 0.266, -0.431], [0.025, -0.058, 0.028], [0.250, -0.023, -0.002], [-0.594, -2.439, -0.327], [0.010, 0.043, 0.113], [-0.110, 0.177, -0.122], [0.090, -0.079, -0.054], [-0.773, -0.159, 0.482], [0.010, -0.107, -0.012], [-1.434, -2.133, 1.099], [0.043, -0.014, 0.028], [-1.136, -1.403, -2.037], [2.626, 0.879, 2.701], [-0.860, 0.731, 0.735], [-0.090, 0.089, 0.026], [-1.468, 1.083, -0.604], [1.508, 0.221, 1.867], [-0.002, 0.441, -0.228]],
  "gap_ev": 6.70,
  "homo_ev": -10.369,
  "largest_force_ev_per_a": 7.88,
  "charge": 1,
  "total_energy_ev": -115009.940
}